1) A single C3H3NO4 molecule, computed with wB97M-V/def2-TZVPD.

Each line ends with the Löwdin charge.
Geometry (Å):
H1 2.3990 0.4276 -1.2428  0.0659
N1 1.8122 1.2748 -1.2135  0.1810
C1 0.7549 1.0189 -0.5211  -0.4088
O1 -0.1502 1.9750 -0.3210  0.0872
C2 0.4952 -0.3522 0.0887  -0.1826
O2 1.4347 -1.1328 0.1828  0.1479
C3 -0.9042 -0.7482 0.5396  -0.4102
O3 -1.7537 0.0867 0.7904  0.1162
O4 -1.1168 -2.0634 0.6026  0.1571
H2 -0.9271 1.7027 0.2039  0.0943
H3 -2.0441 -2.1890 0.8903  0.1520

Output
net charge = 0
HOMO-LUMO gap (alpha / beta) = 9.10 / 9.10 eV
SMILES = [H]/N=C(/O)C(=O)C(=O)O

2) A single C3H3NO4 molecule, computed with wB97M-V/def2-TZVPD.

Each line ends with the Löwdin charge.
Geometry (Å):
O1 -1.2127 1.1648 -1.0418  0.1201
C1 -0.5323 0.4767 -0.2867  -0.3328
C2 -0.4776 -0.9478 -0.2227  -0.3930
O2 -1.5098 -1.5819 -0.7206  0.0651
C3 0.6141 -1.2817 0.3390  0.0625
O3 1.4002 -0.1213 0.7191  -0.0025
N1 0.7621 0.8997 0.1720  -0.1284
O4 0.4790 1.8014 1.1759  0.0801
H1 -1.6991 -0.6585 -1.4347  0.2520
H2 1.2272 -2.2760 0.4682  0.1871
H3 0.9491 2.5245 0.8323  0.0897

Output
net charge = 0
HOMO-LUMO gap = 9.42 eV
SMILES = O=c1c(O)con1O

Stability check: which of them is most stable? 1).

1) A single C18H38O molecule, computed with wB97M-V/def2-TZVPD.

Each line ends with the Löwdin charge.
Geometry (Å):
C1 -5.9829 -1.7865 1.8855  -0.1158
C2 -6.3155 -2.5227 0.5935  -0.2724
C3 -5.6531 -1.9153 -0.6447  -0.2226
C4 -4.1209 -2.0194 -0.6422  -0.2102
C5 -3.4091 -0.7239 -0.2432  -0.2215
C6 -3.4359 0.3197 -1.3590  -0.2174
C7 -2.8824 1.6788 -0.9292  -0.2197
C8 -1.3727 1.6786 -0.6971  -0.2222
C9 -0.8723 3.0658 -0.2993  -0.2216
C10 0.6507 3.1639 -0.2101  -0.2194
C11 1.2497 2.2819 0.8848  -0.2189
C12 2.6932 2.6540 1.2277  -0.2169
C13 3.6778 2.5566 0.0605  -0.2165
C14 3.8193 1.1629 -0.5525  -0.2180
C15 4.3917 0.1318 0.4179  -0.2210
C16 4.6899 -1.1963 -0.2746  -0.2244
C17 5.2720 -2.2238 0.6957  -0.1967
C18 5.5388 -3.5785 0.0345  -0.2860
O1 6.6089 -3.5550 -0.8794  -0.0660
H1 -4.9217 -1.8547 2.1098  0.0639
H2 -6.2552 -0.7359 1.8060  0.0731
H3 -6.5336 -2.2193 2.7182  0.0672
H4 -6.0133 -3.5688 0.6857  0.1044
H5 -7.3988 -2.5066 0.4480  0.1018
H6 -5.9523 -0.8690 -0.7253  0.1013
H7 -6.0478 -2.4331 -1.5218  0.1049
H8 -3.8222 -2.8178 0.0404  0.1060
H9 -3.7724 -2.3035 -1.6378  0.1064
H10 -2.3716 -0.9581 0.0035  0.1062
H11 -3.8769 -0.3056 0.6490  0.1033
H12 -2.8638 -0.0498 -2.2136  0.1145
H13 -4.4669 0.4575 -1.6923  0.1040
H14 -3.3870 1.9992 -0.0142  0.1149
H15 -3.1147 2.4130 -1.7052  0.1104
H16 -0.8688 1.3614 -1.6136  0.1211
H17 -1.1239 0.9649 0.0883  0.1015
H18 -1.3091 3.3420 0.6637  0.1145
H19 -1.2235 3.7910 -1.0383  0.1104
H20 0.9171 4.2044 -0.0064  0.1142
H21 1.0795 2.8947 -1.1772  0.1085
H22 0.6487 2.3902 1.7916  0.1157
H23 1.2021 1.2346 0.5851  0.1001
H24 3.0370 2.0151 2.0437  0.1011
H25 2.7089 3.6836 1.5952  0.1096
H26 4.6595 2.8807 0.4162  0.1097
H27 3.3713 3.2528 -0.7223  0.1014
H28 2.8514 0.8185 -0.9206  0.1055
H29 4.4861 1.2393 -1.4158  0.1128
H30 3.6858 -0.0441 1.2311  0.1105
H31 5.3135 0.5226 0.8554  0.1211
H32 5.3948 -1.0144 -1.0910  0.1092
H33 3.7685 -1.5916 -0.7112  0.1202
H34 4.5745 -2.3769 1.5212  0.1144
H35 6.2094 -1.8467 1.1097  0.1181
H36 4.6219 -3.9345 -0.4597  0.1159
H37 5.8271 -4.3112 0.7920  0.1154
H38 6.4190 -2.8964 -1.5564  0.0739

Output
net charge = 0
HOMO-LUMO gap = 11.05 eV
SMILES = CCCCCCCCCCCCCCCCCCO

2) A single C18H38O molecule, computed with wB97M-V/def2-TZVPD.

Each line ends with the Löwdin charge.
Geometry (Å):
C1 -2.9177 -1.3684 6.8105  -0.1196
C2 -2.6091 -0.4028 5.6727  -0.2772
C3 -3.1969 0.9821 5.9359  -0.2332
C4 -2.8167 2.0147 4.8743  -0.2210
C5 -3.4306 1.7228 3.5062  -0.2225
C6 -3.2766 2.8813 2.5191  -0.2176
C7 -1.8311 3.2541 2.1854  -0.2214
C8 -1.0546 2.1305 1.5023  -0.2209
C9 0.3344 2.5951 1.0692  -0.2212
C10 1.1873 1.4805 0.4622  -0.2232
C11 0.6766 0.9969 -0.8934  -0.2270
C12 1.6162 -0.0299 -1.5212  -0.2283
C13 1.1155 -0.5101 -2.8813  -0.2282
C14 2.0565 -1.5344 -3.5111  -0.2280
C15 1.5595 -1.9965 -4.8794  -0.2231
C16 2.4166 -3.1032 -5.4918  -0.2179
C17 3.8297 -2.6486 -5.8529  -0.1996
C18 4.5666 -3.7114 -6.6701  -0.2866
O1 3.9430 -3.9910 -7.9010  -0.0721
H1 -2.4964 -2.3502 6.6064  0.0660
H2 -2.4993 -1.0033 7.7462  0.0694
H3 -3.9930 -1.4762 6.9371  0.0707
H4 -1.5262 -0.3171 5.5542  0.1098
H5 -3.0159 -0.8051 4.7435  0.1013
H6 -2.8399 1.3328 6.9078  0.1099
H7 -4.2855 0.9061 5.9940  0.1125
H8 -3.1575 2.9986 5.2073  0.1141
H9 -1.7290 2.0501 4.7917  0.1065
H10 -4.4985 1.5276 3.6361  0.1144
H11 -2.9833 0.8237 3.0823  0.0974
H12 -3.7929 2.6182 1.5921  0.1082
H13 -3.7741 3.7625 2.9329  0.1076
H14 -1.3093 3.5568 3.0948  0.1054
H15 -1.8489 4.1208 1.5190  0.1125
H16 -1.6186 1.7890 0.6326  0.1118
H17 -0.9458 1.2868 2.1859  0.1109
H18 0.8548 2.9968 1.9426  0.1115
H19 0.2356 3.4070 0.3446  0.1129
H20 1.2270 0.6371 1.1557  0.1133
H21 2.2081 1.8511 0.3375  0.1099
H22 -0.3115 0.5485 -0.7782  0.1079
H23 0.5776 1.8524 -1.5659  0.1182
H24 1.7152 -0.8864 -0.8499  0.1168
H25 2.6086 0.4125 -1.6383  0.1150
H26 1.0155 0.3474 -3.5513  0.1165
H27 0.1237 -0.9537 -2.7648  0.1156
H28 3.0486 -1.0900 -3.6093  0.1080
H29 2.1432 -2.3991 -2.8489  0.1186
H30 1.5293 -1.1413 -5.5594  0.1135
H31 0.5370 -2.3671 -4.7737  0.1111
H32 1.9318 -3.4664 -6.4009  0.1092
H33 2.4786 -3.9419 -4.7951  0.1161
H34 4.4088 -2.4457 -4.9517  0.1088
H35 3.7769 -1.7238 -6.4360  0.1164
H36 4.5781 -4.6608 -6.1300  0.1196
H37 5.6076 -3.3936 -6.8351  0.1131
H38 3.8511 -3.1661 -8.3913  0.0882

Output
net charge = 0
HOMO-LUMO gap = 11.19 eV
SMILES = CCCCCCCCCCCCCCCCCCO

Stability check: which of them is most stable? 2).

1) A single C5H10FN molecule, computed with wB97M-V/def2-TZVPD.

Each line ends with the Löwdin charge.
Geometry (Å):
C1 1.2441 -1.3678 -0.3534  -0.0269
C2 0.6185 -0.0669 0.0968  -0.4668
N1 1.5092 1.0706 -0.2204  0.0809
C3 -0.1623 -0.1144 1.3968  0.0158
C4 -0.8513 -0.1448 0.1220  -0.4977
C5 -1.7423 0.8444 -0.4476  0.0065
F1 -1.3247 -1.3977 -0.2386  0.0212
H1 1.0785 -1.4265 -1.3892  0.0650
H2 0.8117 -2.2430 0.1394  0.0909
H3 2.3146 -1.3592 -0.1831  0.0832
H4 1.6173 0.9325 -1.2328  0.0830
H5 1.1975 2.0085 0.1292  0.0950
H6 -0.2248 -0.9435 2.0440  0.1087
H7 -0.0954 0.8064 1.8999  0.1014
H8 -2.5895 0.9410 0.1370  0.0635
H9 -1.2837 1.8333 -0.4828  0.0920
H10 -2.1174 0.6271 -1.4173  0.0842

Output
net charge = 0
HOMO-LUMO gap = 9.87 eV
SMILES = C[C@]1(N)C[C@]1(C)F

2) A single C5H10FN molecule, computed with wB97M-V/def2-TZVPD.

Each line ends with the Löwdin charge.
Geometry (Å):
C1 1.2238 1.3368 -0.3420  -0.0217
C2 0.1587 0.1977 -0.3037  -0.5990
N1 -0.3537 0.0808 -1.6341  0.0610
C3 0.5768 -1.1542 0.2223  -0.0710
C4 -0.7678 -1.2404 0.9785  -0.3206
F1 -0.8424 -1.7392 2.2548  0.0044
C5 -0.9187 0.2603 0.8262  -0.0652
H1 1.5687 1.6256 0.6843  0.0944
H2 0.7337 2.1747 -0.8014  0.0606
H3 2.0321 1.0148 -1.0112  0.0851
H4 -1.1809 -0.5054 -1.7712  0.0889
H5 -0.6310 1.0024 -1.9273  0.0669
H6 1.4003 -0.9942 0.9118  0.1165
H7 0.8749 -1.8819 -0.5688  0.1286
H8 -1.4686 -1.7264 0.2921  0.1435
H9 -0.4865 0.8536 1.6099  0.1032
H10 -1.9193 0.6952 0.5800  0.1243

Output
net charge = 0
HOMO-LUMO gap = 10.25 eV
SMILES = C[C@]1(N)C[C@H](F)C1

Stability check: which of them is most stable? 2).